Record 1
59
Properties=species:S:1:pos:R:3:forces:R:3 method="wB97M-V/def2-TZVPD" orbital_gap_ha=0.344 multiplicity=1 smiles="O=C(NC1CC1)C1CCN(C2CCN(Cc3ccccc3C(F)(F)F)CC2)CC1" homo_ev=-8.579 e_lumo_ev=0.778
O 0.325 6.322 -3.039 0.006 0.396 -0.002
C 0.300 5.109 -2.992 -0.152 -0.243 0.420
N 0.670 4.328 -4.031 0.089 -0.411 -0.253
C 1.133 4.855 -5.271 0.066 0.144 -0.166
C 0.819 4.134 -6.546 -0.138 0.086 -0.063
C 2.225 4.150 -6.015 0.146 0.094 0.041
H 2.965 4.744 -6.527 0.044 0.085 -0.051
H 2.617 3.236 -5.596 -0.030 -0.095 0.093
H 0.589 4.717 -7.424 -0.003 0.084 -0.066
H 0.266 3.209 -6.483 -0.037 -0.096 0.088
H 1.114 5.937 -5.252 0.038 -0.091 -0.101
H 0.636 3.325 -3.942 -0.046 0.084 0.123
C -0.157 4.346 -1.754 0.052 -0.069 -0.155
C 0.940 3.443 -1.189 -0.122 0.128 0.316
C 0.434 2.704 0.051 0.224 -0.040 -0.164
N -0.719 1.895 -0.298 0.030 0.040 0.130
C -1.797 2.759 -0.747 -0.064 -0.058 -0.349
C -1.397 3.492 -2.024 -0.114 0.133 0.299
H -2.222 4.120 -2.362 -0.016 0.005 -0.063
H -1.188 2.749 -2.795 -0.040 -0.032 -0.056
H -2.064 3.500 0.031 -0.017 -0.070 -0.010
H -2.681 2.151 -0.946 -0.010 0.044 0.066
C -1.191 0.943 0.710 0.054 -0.281 -0.127
C -1.821 -0.256 -0.009 -0.243 0.103 0.336
C -2.359 -1.273 0.990 0.008 -0.023 -0.238
N -1.280 -1.748 1.829 -0.262 0.015 0.232
C -0.697 -0.652 2.574 0.248 0.067 -0.078
C -0.102 0.385 1.626 -0.263 0.147 0.135
H 0.351 1.175 2.227 0.077 0.014 -0.036
H 0.667 -0.098 1.023 0.132 0.025 -0.021
H 0.095 -1.052 3.213 -0.063 0.074 0.020
H -1.451 -0.168 3.226 0.046 -0.046 0.023
C -1.671 -2.844 2.693 -0.150 0.066 -0.091
C -0.459 -3.548 3.242 0.069 -0.111 0.107
C -0.325 -3.720 4.615 -0.068 0.023 -0.113
C 0.781 -4.341 5.164 0.084 -0.052 0.012
C 1.794 -4.799 4.340 -0.003 0.018 0.072
C 1.682 -4.644 2.971 -0.098 0.045 -0.110
C 0.562 -4.031 2.419 0.037 -0.056 0.000
C 0.522 -3.898 0.917 0.214 0.086 -0.451
F 1.318 -4.811 0.319 0.164 -0.194 0.138
F -0.687 -4.085 0.372 -0.325 -0.069 0.127
F 0.968 -2.707 0.483 0.203 0.111 0.041
H 2.466 -5.005 2.324 0.022 -0.026 -0.048
H 2.666 -5.277 4.757 0.084 -0.048 0.044
H 0.856 -4.459 6.235 0.008 -0.009 0.098
H -1.108 -3.354 5.263 -0.088 0.062 0.050
H -2.303 -2.504 3.534 0.035 -0.071 -0.065
H -2.261 -3.551 2.102 -0.011 0.099 0.076
H -2.777 -2.127 0.452 -0.056 0.023 0.057
H -3.167 -0.813 1.592 -0.022 -0.066 -0.022
H -2.631 0.062 -0.665 -0.015 0.026 -0.067
H -1.051 -0.728 -0.618 0.034 -0.002 -0.076
H -1.955 1.423 1.353 0.062 -0.045 -0.024
H 0.198 3.439 0.843 0.051 -0.034 0.022
H 1.233 2.055 0.407 -0.031 0.069 0.079
H 1.236 2.697 -1.928 0.065 -0.043 -0.015
H 1.817 4.036 -0.925 0.054 -0.005 -0.036
H -0.409 5.105 -1.006 0.044 -0.008 -0.129

---

Record 2
71
Properties=species:S:1:pos:R:3:forces:R:3 method="wB97M-V/def2-TZVPD" s2=0.776 charge=+3 orbital_gap_ha="0.237 / 0.219" multiplicity=2 homo_ev="-16.331 / -16.331" e_lumo_ev="-9.884 / -10.380"
Ir -0.282 0.560 0.585 0.175 1.439 1.215
N 2.496 1.111 -1.320 -0.172 0.110 0.181
C 2.600 1.827 -0.208 0.189 0.138 0.005
N 3.640 2.619 -0.053 0.490 0.163 -0.271
C 3.733 3.344 1.063 -0.631 -0.622 -0.406
N 4.758 4.151 1.236 0.098 0.042 0.082
N 2.779 3.284 2.029 -0.171 0.275 0.683
C 1.773 2.492 1.823 0.508 0.261 -0.254
N 1.609 1.723 0.733 -1.526 -1.409 -0.353
C 0.714 2.447 2.849 0.190 0.215 0.070
C 0.827 3.185 4.019 -0.185 -0.152 -0.001
C -0.193 3.118 4.956 -0.006 -0.010 -0.071
C -1.289 2.306 4.699 0.149 -0.009 -0.190
C -1.328 1.611 3.502 -0.470 -0.185 0.114
N -0.356 1.688 2.594 -0.208 -1.113 -2.127
H 3.213 1.205 -2.020 0.032 0.017 0.030
H 1.715 0.476 -1.425 0.106 -0.094 -0.168
H 5.481 4.201 0.536 -0.015 -0.005 0.010
H 4.847 4.680 2.088 -0.006 0.006 -0.020
H 1.707 3.792 4.168 0.033 -0.006 -0.036
H -0.140 3.696 5.868 0.032 -0.014 0.040
H -2.104 2.216 5.403 -0.014 -0.023 -0.021
H -2.173 0.978 3.260 0.029 0.037 -0.041
N -0.806 -2.212 3.291 0.162 -0.046 -0.108
C 0.288 -2.173 2.526 -0.849 0.406 0.303
O 0.621 -1.173 1.865 0.097 0.513 -0.912
C 1.086 -3.415 2.517 0.163 0.045 -0.149
C 0.520 -4.625 2.931 -0.046 -0.068 0.061
N 0.009 -5.612 3.247 -0.096 -0.026 0.069
C 2.396 -3.403 2.043 0.177 0.155 -0.148
N 3.478 -3.386 1.642 0.108 0.049 -0.089
H -1.029 -3.028 3.844 -0.051 0.031 0.053
H -1.364 -1.382 3.403 -0.011 -0.035 -0.030
N -4.234 -1.232 1.051 0.112 -0.059 -0.072
C -3.526 -2.307 0.583 0.218 -0.082 -0.085
C -2.284 -1.837 0.291 -0.080 -0.285 -0.095
N -2.236 -0.491 0.577 1.471 0.453 0.121
C -3.433 -0.159 1.030 -0.030 0.416 0.161
H -5.195 -1.258 1.361 -0.016 0.111 -0.037
H -3.943 -3.294 0.507 -0.077 -0.027 -0.026
H -1.438 -2.362 -0.115 0.060 -0.002 -0.006
H -3.740 0.824 1.341 -0.022 0.057 0.005
N -2.766 4.309 -0.686 -0.017 0.053 -0.207
C -2.343 3.236 -1.329 -0.894 -0.462 0.317
N -3.063 2.717 -2.311 0.016 0.266 0.076
S -0.794 2.560 -0.940 1.538 -1.070 0.931
H -3.584 4.821 -0.992 -0.003 0.038 0.007
H -2.180 4.756 0.002 0.077 -0.112 0.008
H -3.876 3.195 -2.677 -0.044 -0.063 -0.022
H -2.695 1.948 -2.846 0.065 0.002 0.046
C 2.632 -2.268 -1.613 0.468 -0.133 0.359
N 1.591 -2.157 -2.604 -0.667 0.536 0.450
C 1.824 -2.855 -3.863 -0.043 -0.087 -0.451
C 0.510 -3.261 -4.499 0.064 0.159 0.081
C -0.354 -2.022 -4.615 0.091 -0.208 -0.223
N -0.468 -1.361 -3.319 -0.106 0.184 0.372
C -1.642 -0.531 -3.135 -0.007 -0.118 0.034
C 0.490 -1.408 -2.369 -0.106 -0.350 -0.995
O 0.367 -0.728 -1.302 -0.122 0.635 1.640
H 2.787 -3.315 -1.353 -0.049 -0.053 0.046
H 2.360 -1.716 -0.720 0.064 -0.016 0.040
H 3.584 -1.896 -1.997 -0.063 0.093 -0.021
H 2.445 -3.729 -3.664 -0.018 0.061 0.102
H 2.386 -2.200 -4.538 0.015 -0.077 0.043
H 0.012 -4.013 -3.884 -0.004 -0.016 -0.031
H 0.685 -3.685 -5.486 -0.002 -0.023 0.015
H -1.357 -2.284 -4.953 -0.005 0.054 0.034
H 0.075 -1.320 -5.338 -0.072 -0.046 -0.004
H -2.538 -1.156 -3.124 -0.033 0.042 -0.004
H -1.724 0.172 -3.968 0.013 0.042 -0.027
H -1.557 0.007 -2.194 -0.072 0.005 -0.102

---

| no. | total energy (Ha) |
| --- | --- |
| 1 | -1395.4349 |
| 2 | -2329.9079 |